Record 1
Below is a single C4H8O2 molecule, with properties calculated with ωB97M-V with the def2-TZVPD basis set.

SMILES: CC(=O)[C@@H](C)O
Energy (eV): -8372.4393
Highest occupied orbital energy (eV): -10.319
Multiplicity: 1

Geometry as XYZ:
```
14
C4H8O2, DFT ωB97M-V with the def2-TZVPD basis set
C -0.248 0.750 1.551
C -0.498 -0.425 0.593
O -1.875 -0.689 0.579
C -0.066 -0.205 -0.880
O -0.965 -0.099 -1.696
C 1.352 -0.167 -1.414
H 0.796 0.853 1.863
H -0.853 0.554 2.443
H -0.600 1.697 1.128
H 0.035 -1.308 0.982
H -2.149 -0.525 -0.343
H 1.584 0.858 -1.725
H 1.346 -0.767 -2.331
H 2.141 -0.528 -0.751
```

=====

Record 2
Below is 2 unconnected molecules or ions with the total composition C4H8O2, with properties calculated with ωB97M-V with the def2-TZVPD basis set.

SMILES: C1=COCCO1.[H][H]
Energy (eV): -8370.4390
Highest occupied orbital energy (eV): -8.329
Multiplicity: 1

Geometry as XYZ:
```
14
C4H8O2, DFT ωB97M-V with the def2-TZVPD basis set
C 0.656 0.326 1.452
C 1.144 0.801 0.304
O 0.850 0.274 -0.926
C 0.238 -1.001 -0.817
C -0.826 -0.986 0.273
O -0.238 -0.707 1.532
H 0.934 0.730 2.417
H -1.569 2.259 -1.059
H -1.025 1.984 -1.486
H 1.818 1.647 0.257
H 1.001 -1.753 -0.573
H -0.198 -1.229 -1.793
H -1.318 -1.958 0.360
H -1.577 -0.219 0.040
```

=====

Record 3
Below is a single C4H8O2 molecule at a distorted geometry, with properties calculated with ωB97M-V with the def2-TZVPD basis set.

SMILES: CCOCC=O
Energy (eV): -8368.4726
Highest occupied orbital energy (eV): -9.461
Multiplicity: 1

Geometry as XYZ:
```
14
C4H8O2, DFT ωB97M-V with the def2-TZVPD basis set
C -2.020 -0.544 -0.463
C -0.663 -0.258 -1.148
O 0.306 0.128 -0.132
C 1.743 1.003 0.408
C 1.626 0.047 1.544
O 1.622 -1.130 1.304
H -2.383 0.347 0.056
H -1.956 -1.360 0.267
H -2.789 -0.837 -1.198
H -0.358 -1.196 -1.661
H -0.797 0.494 -1.923
H 1.847 2.068 0.756
H 2.488 0.784 -0.345
H 1.334 0.454 2.532
```

=====

Record 4
Below is a single C4H8O2 molecule, with properties calculated with ωB97M-V with the def2-TZVPD basis set.

SMILES: C[C@H]1COCO1
Energy (eV): -8371.9761
Highest occupied orbital energy (eV): -9.782
Multiplicity: 1

Geometry as XYZ:
```
14
C4H8O2, DFT ωB97M-V with the def2-TZVPD basis set
C 1.089 1.372 -0.605
C 0.403 0.294 0.203
C -1.112 0.317 0.350
O -1.368 -1.014 0.766
C -0.387 -1.821 0.143
O 0.575 -0.970 -0.430
H 0.921 2.354 -0.150
H 2.167 1.184 -0.613
H 0.734 1.390 -1.640
H 0.835 0.260 1.216
H -1.482 1.001 1.118
H -1.608 0.531 -0.610
H 0.062 -2.468 0.910
H -0.828 -2.431 -0.657
```

=====

Record 5
Below is a single C4H8O2 molecule at a distorted geometry, with properties calculated with ωB97M-V with the def2-TZVPD basis set.

SMILES: OC[C@H]1C[C@H]1O
Energy (eV): -8369.6417
Highest occupied orbital energy (eV): -9.278
Multiplicity: 1

Geometry as XYZ:
```
14
C4H8O2, DFT ωB97M-V with the def2-TZVPD basis set
O 0.602 -1.272 -0.875
C -0.323 -0.327 -1.391
C -0.837 0.488 -0.195
C -0.701 -0.366 1.043
C 0.207 0.795 0.838
O 1.633 0.474 0.473
H 1.303 -0.588 -0.352
H -1.164 -0.814 -1.911
H 0.213 0.302 -2.104
H -1.623 1.214 -0.405
H -0.150 -1.290 0.407
H -1.422 -0.366 1.871
H 0.226 1.740 1.376
H 2.035 0.010 1.227
```

=====

Record 6
Below is 2 unconnected molecules or ions with the total composition C4H8O2, with properties calculated with ωB97M-V with the def2-TZVPD basis set.

SMILES: O=CCO.C=C
Energy (eV): -8370.8208
Highest occupied orbital energy (eV): -9.896
Multiplicity: 1

Geometry as XYZ:
```
14
C4H8O2, DFT ωB97M-V with the def2-TZVPD basis set
C -1.934 -0.943 -0.483
C -0.806 -0.853 -1.186
O -0.243 1.454 0.360
C 1.127 1.178 0.360
C 1.543 -0.074 1.114
O 2.535 -0.709 0.845
H -0.767 0.686 0.090
H -1.961 -1.413 0.498
H -2.870 -0.537 -0.857
H 0.141 -1.235 -0.807
H -0.767 -0.350 -2.149
H 1.572 2.026 0.891
H 1.599 1.136 -0.634
H 0.883 -0.366 1.961
```

=====

Record 7
Below is a single C4H8O2 molecule, with properties calculated with ωB97M-V with the def2-TZVPD basis set.

SMILES: C[C@@]1(CO)CO1
Energy (eV): -8371.4375
Highest occupied orbital energy (eV): -10.232
Multiplicity: 1

Geometry as XYZ:
```
14
C4H8O2, DFT ωB97M-V with the def2-TZVPD basis set
C -0.128 1.620 -0.220
C 0.123 0.143 -0.031
C -1.097 -0.706 0.295
O -0.730 -1.987 0.737
C 1.299 -0.519 -0.594
O 1.247 -0.178 0.795
H -0.222 2.105 0.757
H -1.058 1.792 -0.773
H 0.689 2.103 -0.763
H -1.712 -0.828 -0.605
H -1.709 -0.176 1.046
H 0.018 -1.842 1.338
H 2.016 0.059 -1.177
H 1.265 -1.587 -0.804
```

=====

Record 8
Below is a single C4H8O2 molecule at a distorted geometry, with properties calculated with ωB97M-V with the def2-TZVPD basis set.

SMILES: C[C@@]1(O)C[C@H]1O
Energy (eV): -8371.1098
Highest occupied orbital energy (eV): -8.840
Multiplicity: 1

Geometry as XYZ:
```
14
C4H8O2, DFT ωB97M-V with the def2-TZVPD basis set
C -1.051 0.268 -1.142
C -0.220 0.482 0.078
O -0.209 1.836 0.462
C 0.016 -0.516 1.174
C 1.103 -0.232 0.176
O 1.533 -1.256 -0.672
H -2.119 0.185 -0.936
H -0.690 -0.628 -1.655
H -0.870 1.116 -1.812
H 0.125 1.910 1.366
H 0.059 -0.214 2.218
H -0.470 -1.479 1.026
H 1.847 0.540 0.270
H 0.947 -2.014 -0.553
```